(1)
Entry from OMol25: a single C8H13NSi molecule (wB97M-V/def2-TZVPD).

Properties
**SMILES string**: C[Si](C)(C)c1ccccn1
**E**: -17874.2046 eV
**Charge**: 0
**LUMO energy**: 0.031 hartree
**Relative energy (zero: lowest compared OMol25 entry of this formula, charge and spin)**: 22.9 kcal per mole

Atoms and positions in Å:
1 C -0.82572 1.50960 1.77260
2 Si -0.02255 -0.07705 1.10793
3 C 1.82379 -0.01753 1.51845
4 C -0.93318 -1.31173 2.12592
5 C -0.42033 -0.13377 -0.82324
6 C 0.54628 -0.83856 -1.46191
7 C 0.79123 -0.56621 -2.77198
8 C -0.05264 0.23118 -3.46967
9 C -1.11596 0.72199 -2.68459
10 N -1.33408 0.63991 -1.38338
11 H -0.37690 1.65660 2.74983
12 H -1.87635 1.37995 1.89977
13 H -0.49301 2.38423 1.16204
14 H 1.92724 0.32438 2.51889
15 H 2.47260 0.62020 0.99147
16 H 2.34314 -0.95016 1.40213
17 H -0.48506 -2.28902 1.98609
18 H -2.00601 -1.21715 2.01896
19 H -0.78927 -1.18712 3.20832
20 H 1.15711 -1.52308 -0.92422
21 H 1.53531 -1.12231 -3.27774
22 H 0.06499 0.43694 -4.50026
23 H -1.93061 1.32870 -3.16544

Forces on atoms 1 to 6 (eV/Å):
C 2.110 0.348 -0.835
Si -1.310 1.720 -0.209
C -0.762 -0.803 -0.488
C 0.796 -0.628 1.047
C 0.628 -0.522 4.414
C 0.469 0.104 -0.469



(2)
Entry from OMol25: 2 unconnected molecules or ions with the total composition C8H13PSi (wB97M-V/def2-TZVPD).

Properties
**E**: -25668.5477 eV
**Charge**: 0
**LUMO energy (alpha / beta)**: -0.019 / 0.008 hartree
**Relative energy (zero: lowest compared OMol25 entry of this formula, charge and spin)**: 79.8 kcal per mole

Atoms and positions in Å:
1 C 3.59859 0.15760 -0.54639
2 C 3.17563 -0.31283 0.65159
3 C 2.69374 0.65088 -1.49288
4 C 1.85170 -0.20216 1.06441
5 C 1.37845 0.88582 -1.08276
6 C 0.95121 0.45432 0.17992
7 C -1.36018 -2.32170 -1.50703
8 C -1.21653 0.43042 2.33941
9 Si -0.87101 0.55051 0.56364
10 P -1.65169 2.41033 -0.62939
11 H 4.68113 0.14429 -0.72502
12 H 3.87067 -0.55346 1.46713
13 H 3.15591 0.90204 -2.33984
14 H 1.58302 -0.48106 2.08073
15 H 0.60195 1.31753 -1.64167
16 H -1.07755 -2.18521 -2.53434
17 H -0.72377 -2.65568 -0.58159
18 H -2.42458 -2.16606 -1.61640
19 H -2.32127 0.48392 2.61008
20 H -0.77157 -0.59727 2.73107
21 H -0.82774 1.23079 3.02643
22 H -2.72346 2.91711 0.13268
23 H -2.61301 1.59860 -1.41576

Forces on atoms 1 to 6 (eV/Å):
C 0.638 -0.143 -0.963
C -0.292 0.148 2.798
C -1.070 -0.501 3.933
C -0.337 0.958 -1.237
C 1.145 -1.319 0.768
C 0.115 -0.805 1.004



(3)
Entry from OMol25: a single C8H14 molecule (wB97M-V/def2-TZVPD).

Properties
**SMILES string**: C=C/C(=C/C)CCC
**E**: -8521.3427 eV
**Charge**: 0
**LUMO energy**: 0.039 hartree
**Relative energy (zero: lowest compared OMol25 entry of this formula, charge and spin)**: 40.1 kcal per mole

Atoms and positions in Å:
1 C 0.86606 0.93293 2.55732
2 C 0.33275 -0.10289 1.91435
3 C 0.45069 -0.39749 0.45874
4 C 0.90722 -1.60124 0.10331
5 C 1.16279 -2.06068 -1.28337
6 C 0.04844 0.70803 -0.48858
7 C -1.46683 0.67680 -0.67650
8 C -1.93545 1.59609 -1.79473
9 H 1.45110 1.60734 1.92271
10 H 1.12996 1.00174 3.60472
11 H -0.34046 -0.80842 2.40773
12 H 1.03680 -2.31117 0.91809
13 H 1.74369 -2.97432 -1.40238
14 H 1.64935 -1.36544 -1.98224
15 H 0.22555 -2.20517 -1.86109
16 H 0.55738 1.62315 -0.19198
17 H 0.39007 0.34959 -1.47137
18 H -1.81504 -0.35557 -0.85531
19 H -2.05414 0.97026 0.19213
20 H -1.41051 1.36718 -2.73363
21 H -2.98818 1.50372 -2.08161
22 H -1.74741 2.65673 -1.61530

Forces on atoms 1 to 6 (eV/Å):
C 1.445 -0.192 -1.151
C -1.093 -0.353 0.381
C 0.238 0.625 0.437
C -0.249 0.349 0.363
C -0.499 -0.087 -1.916
C 0.242 -2.062 -0.655



(4)
Entry from OMol25: 2 unconnected molecules or ions with the total composition C8H14 (wB97M-V/def2-TZVPD).

Properties
**SMILES string**: C=C(C)C.CC1=CC1
**E**: -8517.6682 eV
**Charge**: 0
**LUMO energy**: 0.035 hartree
**Relative energy (zero: lowest compared OMol25 entry of this formula, charge and spin)**: 124.8 kcal per mole

Atoms and positions in Å:
1 C 2.25359 -0.21428 -1.11423
2 C 1.64315 -0.03849 0.12516
3 C 0.84989 -1.05702 0.82724
4 C 2.24238 1.07084 0.89509
5 H 3.02667 0.40050 -1.38976
6 H 2.04680 -0.90063 -1.95039
7 H 1.59770 -1.42660 1.59498
8 H -0.02730 -0.88524 1.44816
9 H 0.51213 -1.69742 0.02268
10 H 3.05408 0.70139 1.47972
11 H 1.50706 1.63496 1.45656
12 H 2.67871 1.76386 0.18422
13 C -3.48043 -0.86178 -0.50151
14 C -2.52496 0.13497 -0.32186
15 C -1.45244 0.69092 -0.75270
16 C -1.85601 1.23181 0.63479
17 H -4.46757 -0.48768 -0.88790
18 H -3.72058 -1.54490 0.40012
19 H -3.09737 -1.35498 -1.39009
20 H -1.04309 0.71143 -1.57526
21 H -2.23031 2.24508 0.60993
22 H -1.36110 0.83561 1.50045

Forces on atoms 1 to 6 (eV/Å):
C -3.175 -1.400 1.813
C 2.122 0.134 -3.098
C 0.352 -0.761 0.504
C -0.297 1.020 -0.515
H 1.595 1.868 -0.398
H -0.423 -0.296 1.017



(5)
Entry from OMol25: a single C8H14 molecule (wB97M-V/def2-TZVPD).

Properties
**SMILES string**: C=C/C=C/CCCC
**E**: -8521.0411 eV
**Charge**: 0
**LUMO energy**: 0.045 hartree
**Relative energy (zero: lowest compared OMol25 entry of this formula, charge and spin)**: 47.0 kcal per mole

Atoms and positions in Å:
1 C 2.79997 2.33051 2.70837
2 C 2.71184 1.93709 1.44696
3 C 1.41006 1.61409 0.84937
4 C 0.91351 0.50519 0.31768
5 C -0.36877 0.46088 -0.46006
6 C -1.21444 -0.78044 -0.14417
7 C -1.15033 -1.89445 -1.26385
8 C -2.50163 -2.23356 -1.91199
9 H 2.02295 2.16146 3.44914
10 H 3.66263 2.80068 3.17085
11 H 3.55283 1.91104 0.76142
12 H 0.69731 2.44849 0.81761
13 H 1.59226 -0.35087 0.29121
14 H -0.96106 1.35119 -0.23619
15 H -0.18210 0.55705 -1.53296
16 H -2.26699 -0.48751 -0.02680
17 H -1.07945 -1.25371 0.83270
18 H -0.48155 -1.49531 -2.02238
19 H -0.65284 -2.73158 -0.76909
20 H -2.49936 -1.75185 -2.88970
21 H -3.34364 -1.79472 -1.37438
22 H -2.66119 -3.30363 -2.01374

Forces on atoms 1 to 6 (eV/Å):
C 0.528 0.052 0.844
C -0.221 -0.186 0.095
C -1.472 0.300 -0.115
C 1.314 0.075 -0.698
C -0.315 -0.095 1.053
C -1.358 -0.657 -0.870



(6)
Entry from OMol25: a single C8H14 molecule (wB97M-V/def2-TZVPD).

Properties
**E**: -8516.0415 eV
**Charge**: 0
**LUMO energy**: -0.066 hartree
**Relative energy (zero: lowest compared OMol25 entry of this formula, charge and spin)**: 162.3 kcal per mole

Atoms and positions in Å:
1 C 3.27847 0.30640 1.00351
2 C 2.75704 -0.78820 0.12347
3 C 1.48084 -0.45738 -0.76348
4 C 0.75436 0.68058 -0.04102
5 C -0.70310 0.65046 -0.28397
6 C -1.50610 -0.30314 0.34730
7 C -2.88071 -0.33938 0.34605
8 C -3.70637 0.29375 -0.69474
9 H 3.38586 0.11556 2.06672
10 H -1.13682 1.59415 -0.60981
11 H 4.13529 0.88076 0.64081
12 H 2.21219 -1.08972 1.03489
13 H 3.15965 -1.70002 -0.33787
14 H 0.82540 -1.32286 -0.87497
15 H 1.84760 -0.10225 -1.73327
16 H 1.30568 1.60471 -0.18316
17 H 0.83096 0.43494 1.04236
18 H -0.89760 -1.03904 0.85783
19 H -3.31063 -0.94824 1.13488
20 H -3.09453 0.83869 -1.41122
21 H -4.39329 1.12062 -0.45789
22 H -4.34422 -0.43039 -1.20643

Forces on atoms 1 to 6 (eV/Å):
C 2.072 -0.097 -1.741
C -3.050 -0.035 2.814
C 1.230 0.814 -0.095
C -1.356 -0.796 0.002
C 1.502 1.707 -0.079
C -0.710 -0.064 -0.286